1.
Computed, not measured: the molecule C21H12B3F9O3, with wB97M-V/def2-TZVPD.

Geometry as ORCA input:
```
! RIJCOSX wB97M-V def2-TZVPD def2/J DEFGRID3
* xyz 0 1
F -2.140 0.424 5.445
C -1.597 -0.726 5.884
F -0.964 -0.516 7.066
F -2.557 -1.617 6.044
C -0.612 -1.203 4.791
C 0.472 -1.991 5.184
C 1.381 -2.412 4.229
C 1.263 -1.976 2.918
C 0.216 -1.134 2.574
B 0.110 -0.581 1.093
O 1.248 -0.302 0.359
B 1.143 0.181 -0.967
C 2.456 0.269 -1.768
C 2.479 0.672 -3.082
C 3.675 0.815 -3.732
C 4.840 0.550 -3.052
C 4.822 0.178 -1.727
C 6.137 -0.072 -1.057
F 6.185 0.564 0.152
F 7.145 0.337 -1.855
F 6.233 -1.426 -0.888
C 3.620 0.003 -1.081
O -0.112 0.415 -1.543
B -1.226 0.044 -0.804
C -2.684 0.373 -1.309
C -3.728 -0.385 -0.825
C -5.015 -0.207 -1.317
C -5.282 0.714 -2.287
C -4.219 1.519 -2.709
C -4.522 2.676 -3.648
F -5.664 3.272 -3.255
F -3.558 3.574 -3.597
F -4.692 2.173 -4.889
C -2.940 1.320 -2.273
O -1.138 -0.529 0.476
C -0.725 -0.754 3.503
H 0.661 -2.132 6.241
H 2.137 -3.135 4.498
H 1.938 -2.352 2.167
H 1.530 0.870 -3.590
H 3.728 1.176 -4.735
H 5.760 0.762 -3.547
H 3.585 -0.247 -0.039
H -3.513 -1.139 -0.088
H -5.851 -0.786 -0.916
H -6.282 0.894 -2.648
H -2.166 2.004 -2.614
H -1.577 -0.160 3.218
*
```

Output
energy above the lowest of the compared OMol25 structures with the same formula, charge and spin: 0.000 eV
E_LUMO: 0.002 Eh
SMILES: FC(F)(F)c1cccc(B2OB(c3cccc(C(F)(F)F)c3)OB(c3cccc(C(F)(F)F)c3)O2)c1
DFT total energy: -54611.06258 eV
highest occupied orbital energy: -10.0 eV
frontier orbital gap: 10.0 eV

Here are the natural (NBO) charges for atoms 1 to 2, given in e:
1 F -0.325
2 C 0.976

2.
Computed, not measured: a structure of composition C15H31N2O2OsPSi, with wB97M-V/def2-TZVPD.

Geometry as ORCA input:
```
! RIJCOSX wB97M-V def2-TZVPD def2/J DEFGRID3
* xyz 0 5
Os 0.553 0.136 -0.089
Si 2.745 0.151 -1.065
P -0.254 0.482 -2.321
N -0.203 -1.472 -0.208
H 1.968 -0.481 0.391
C -2.057 0.556 -2.798
H -2.205 0.538 -3.898
H -2.517 1.475 -2.402
H -2.569 -0.325 -2.379
C 0.295 1.976 -3.271
H -0.061 1.960 -4.315
H 1.389 2.039 -3.302
H -0.109 2.881 -2.793
C 0.170 -0.874 -3.553
H -0.048 -0.564 -4.591
H -0.429 -1.772 -3.328
H 1.240 -1.127 -3.495
C 3.376 1.797 -0.486
H 2.943 1.990 0.505
H 3.101 2.627 -1.140
H 4.456 1.813 -0.381
H 3.761 -0.873 -0.987
H 2.669 0.168 -2.541
C -0.115 -2.791 -0.365
C -1.216 -4.984 -0.286
C -1.263 -3.621 -0.101
C 1.071 -3.459 -0.835
C 1.105 -4.835 -1.028
C -0.043 -5.594 -0.756
H -2.096 -5.606 -0.082
H -2.164 -3.102 0.233
H 1.942 -2.833 -1.042
H 2.022 -5.303 -1.398
H -0.012 -6.666 -0.933
C -1.475 3.143 0.622
O -1.134 1.985 0.242
C -2.324 3.346 1.837
H -2.409 4.415 2.083
H -1.976 2.753 2.708
H -3.322 2.977 1.577
C -0.851 4.327 -0.032
H -1.533 4.606 -0.837
H 0.131 4.131 -0.480
H -0.893 5.155 0.680
C 1.172 -0.616 4.297
C 0.296 -0.424 3.083
N -1.002 -0.790 3.081
O 0.767 0.140 2.035
H 0.645 -0.726 5.249
H 1.826 0.253 4.311
H 1.847 -1.461 4.132
H -1.523 -0.617 2.213
H -1.479 -1.256 3.849
*
```

Output
E_LUMO (spin up / spin down): 0.009 / 0.007 Eh
DFT total energy: -42762.34243 eV
highest occupied orbital energy (spin up / spin down): -4.5 / -7.2 eV
frontier orbital gap (spin up / spin down): 4.8 / 7.4 eV

Here are the natural (NBO) charges for atoms 1 to 2, given in e:
1 Os 0.558
2 Si 0.757

3.
Computed, not measured: a structure of composition C17H32NPTc, with wB97M-V/def2-TZVPD.

Geometry as ORCA input:
```
! RIJCOSX wB97M-V def2-TZVPD def2/J DEFGRID3
* xyz 2 4
C 0.796 2.798 -2.876
C -0.481 2.595 -2.356
C -0.717 1.563 -1.450
C 0.356 0.794 -0.960
C 1.640 0.995 -1.504
C 1.854 1.994 -2.451
C -2.120 1.291 -1.002
C -2.324 -0.155 -0.572
N -1.996 -1.078 -1.708
Tc 0.138 -0.384 0.722
C 2.779 0.141 -1.041
P 2.137 -1.162 0.116
H -1.320 3.227 -2.655
H 2.863 2.131 -2.842
H 0.966 3.580 -3.614
H 3.549 0.713 -0.499
H 3.286 -0.367 -1.876
H -2.401 1.953 -0.164
H -2.824 1.540 -1.813
H -1.738 -0.505 0.327
C 3.557 -1.472 1.201
C 2.159 -2.619 -0.984
H -3.375 -0.357 -0.333
C -3.167 -1.169 -2.644
C -1.581 -2.444 -1.320
H 1.194 -0.466 2.009
H -4.020 -1.591 -2.097
H -3.403 -0.164 -3.008
H -2.887 -1.819 -3.480
H -2.413 -2.916 -0.787
H -1.347 -2.998 -2.238
H -0.696 -2.416 -0.667
H 3.184 -3.008 -1.045
H 1.506 -3.393 -0.568
H 1.809 -2.350 -1.989
H 4.465 -1.004 0.795
H 3.339 -1.053 2.191
H 3.693 -2.557 1.294
H -1.301 -0.703 -2.379
C -1.441 -0.043 3.526
C -0.609 1.213 3.302
C 0.519 1.334 4.336
C -0.063 1.347 1.850
H -0.965 -0.935 3.083
H -2.440 0.072 3.090
H -1.557 -0.221 4.601
H -1.270 2.078 3.461
H 1.200 0.476 4.287
H 1.106 2.241 4.159
H 0.112 1.381 5.353
H 0.939 1.807 1.894
H -0.692 2.085 1.325
*
```

Output
energy above the lowest of the compared OMol25 structures with the same formula, charge and spin: 1.638 eV
E_LUMO (spin up / spin down): -0.236 / -0.390 Eh
DFT total energy: -31104.23080 eV
highest occupied orbital energy (spin up / spin down): -12.6 / -14.0 eV
frontier orbital gap (spin up / spin down): 6.2 / 3.4 eV

Here are the natural (NBO) charges for atoms 1 to 2, given in e:
1 C -0.263
2 C 0.001

4.
Computed, not measured: a cluster of 5 separate species, C18H26BF5O15P in total, with wB97M-V/def2-TZVPD.

Geometry as ORCA input:
```
! RIJCOSX wB97M-V def2-TZVPD def2/J DEFGRID3
* xyz -1 1
C 0.615 4.093 -2.242
C 0.699 3.656 -3.691
F -0.349 4.277 -4.391
C 0.707 2.161 -4.003
C -0.188 1.197 -3.210
O -1.429 1.828 -2.999
B -1.793 1.708 -1.571
O -0.448 1.532 -0.892
C 0.193 0.676 -1.782
P 1.892 0.144 -1.158
C 3.196 1.123 -1.976
O 1.978 0.989 0.280
H 1.082 5.072 -2.112
H 1.075 3.374 -1.568
H -0.432 4.174 -1.957
H 1.605 4.071 -4.149
H 1.743 1.834 -3.998
H 0.391 2.093 -5.050
H -0.339 0.310 -3.846
H -2.327 2.730 -1.115
H -2.485 0.691 -1.340
H -0.322 -0.305 -1.745
H 3.276 0.776 -3.007
H 4.128 0.868 -1.466
H 3.047 2.202 -1.949
H 1.357 0.583 0.904
C 4.867 -3.761 1.373
C 4.117 -3.621 0.063
O 4.238 -2.243 -0.213
C 5.349 -1.772 0.409
O 5.851 -0.719 0.208
O 5.814 -2.694 1.292
F 2.808 -3.945 0.184
H 4.180 -3.577 2.202
H 5.357 -4.720 1.488
H 4.537 -4.194 -0.766
C -1.424 2.905 1.849
C -1.066 4.377 1.851
O -2.345 5.002 1.839
C -3.241 4.140 2.370
O -4.352 4.446 2.680
O -2.705 2.923 2.517
F -0.370 4.771 0.768
H -1.544 2.532 0.831
H -0.729 2.280 2.401
H -0.531 4.718 2.741
C -6.637 2.757 0.899
C -8.114 2.925 1.195
O -8.688 1.779 0.604
C -7.726 0.807 0.537
O -7.951 -0.329 0.286
O -6.520 1.332 0.813
F -8.648 4.035 0.624
H -6.394 3.204 -0.067
H -5.990 3.161 1.671
H -8.365 2.937 2.257
C 1.961 -7.914 2.426
C 2.897 -8.798 3.232
O 4.125 -8.653 2.544
C 4.106 -7.473 1.871
O 5.048 -6.966 1.360
O 2.863 -6.950 1.880
F 2.529 -10.099 3.218
H 1.509 -8.489 1.616
H 1.195 -7.416 3.012
H 3.037 -8.490 4.270
*
```

Output
energy above the lowest of the compared OMol25 structures with the same formula, charge and spin: 0.141 eV
E_LUMO: 0.059 Eh
DFT total energy: -73355.99428 eV
highest occupied orbital energy: -4.6 eV
frontier orbital gap: 6.2 eV

Here are the natural (NBO) charges for atoms 1 to 2, given in e:
1 C -0.659
2 C 0.226